# 1
{
  "formula": "C14H10N2O2S4SbV",
  "method": "ωB97M-V/def2-TZVPD",
  "elements": ["V", "O", "C", "C", "C", "C", "C", "C", "C", "N", "N", "C", "O", "C", "C", "C", "C", "C", "C", "H", "H", "H", "H", "H", "H", "H", "H", "H", "H", "S", "Sb", "S", "S", "S"],
  "xyz": [[1.02695, -1.49796, 0.40277], [2.33136, -0.45453, -0.55873], [2.57715, 0.58223, -1.29581], [3.59956, 1.48959, -0.94378], [3.91689, 2.56535, -1.74340], [3.22743, 2.80584, -2.92977], [2.20361, 1.94549, -3.28718], [1.87162, 0.85619, -2.48884], [-0.64188, -0.11345, -1.87310], [-0.51969, -0.44115, -0.64390], [-1.64217, -0.13728, 0.13096], [-1.48610, -0.62949, 1.33221], [-0.48141, -1.30330, 1.74751], [-2.60989, -0.41676, 2.29369], [-3.73627, 0.32727, 1.94862], [-4.77467, 0.48168, 2.85300], [-4.69946, -0.10535, 4.11041], [-3.57637, -0.84189, 4.45964], [-2.53444, -0.99605, 3.55708], [4.15882, 1.27208, -0.04272], [4.72850, 3.22258, -1.45044], [3.49327, 3.63740, -3.56998], [1.65134, 2.10241, -4.20584], [-1.61450, 0.23959, -2.21216], [-3.77736, 0.77341, 0.96476], [-5.64804, 1.06102, 2.57760], [-5.51776, 0.00579, 4.81235], [-3.51212, -1.30127, 5.43887], [-1.65104, -1.56952, 3.80310], [2.97251, -4.17233, -5.01328], [3.23874, -3.25687, -2.92345], [0.61939, -0.25058, -3.09267], [1.47897, -3.53198, 0.62190], [5.32708, -2.34816, -2.77942]],
  "e_lumo_ha": 0.1516,
  "e_above_lowest_kj_mol": 266.31,
  "s2": 2.0705,
  "e_homo_ev": -1.11,
  "multiplicity": 3,
  "total_charge": -2
}

# 2
{
  "formula": "C14H10N4",
  "method": "ωB97M-V/def2-TZVPD",
  "elements": ["C", "C", "C", "C", "C", "N", "N", "C", "C", "C", "C", "C", "C", "C", "N", "N", "C", "C", "H", "H", "H", "H", "H", "H", "H", "H", "H", "H"],
  "xyz": [[-5.58578, -1.07074, 0.05657], [-4.99934, -0.57699, -1.12039], [-3.66378, -0.20533, -1.16568], [-2.83713, -0.34222, 0.01023], [-1.38764, 0.05236, 0.03862], [-0.66319, 0.15429, 1.17784], [0.65734, 0.30137, 1.14978], [1.33550, 0.32031, -0.02816], [2.81190, 0.43000, -0.01644], [3.58615, 0.37812, 1.15419], [4.97577, 0.47226, 1.12239], [5.61906, 0.68435, -0.08047], [4.89705, 0.78890, -1.26453], [3.50886, 0.66695, -1.24280], [0.62942, 0.33394, -1.17577], [-0.72178, 0.24355, -1.12562], [-3.48192, -0.76939, 1.19592], [-4.83088, -1.15532, 1.24794], [-6.61193, -1.36338, 0.19171], [-5.60989, -0.51880, -2.04741], [-3.24365, 0.22641, -2.08322], [3.08165, 0.34210, 2.11230], [5.54747, 0.47896, 2.04739], [6.70367, 0.75572, -0.04069], [5.42506, 1.04378, -2.17900], [2.99390, 0.80171, -2.18348], [-2.89697, -0.85908, 2.10915], [-5.23891, -1.61382, 2.13965]],
  "e_lumo_ha": -0.0221,
  "e_above_lowest_kj_mol": 153.65,
  "smiles": "c1ccc(-c2nnc(-c3ccccc3)nn2)cc1",
  "e_homo_ev": -8.94
}

# 3
{
  "formula": "C14H10N4O3S",
  "method": "ωB97M-V/def2-TZVPD",
  "elements": ["N", "C", "O", "C", "N", "C", "C", "C", "C", "N", "C", "C", "S", "C", "N", "C", "O", "C", "C", "C", "C", "O", "H", "H", "H", "H", "H", "H", "H", "H", "H", "H"],
  "xyz": [[1.05029, 1.60513, 3.00011], [0.00992, 1.32021, 2.12894], [-1.12926, 1.51244, 2.51498], [0.35440, 0.85795, 0.77788], [1.63192, 1.09375, 0.29243], [1.80293, 0.51917, -0.90828], [3.16813, 0.51208, -1.51188], [3.59030, -0.47670, -2.45621], [4.89462, -0.44600, -2.95310], [5.79206, 0.48471, -2.60323], [5.42420, 1.39405, -1.70049], [4.17962, 1.41623, -1.12740], [0.38555, -0.27927, -1.54324], [-0.48688, 0.18070, -0.08053], [-1.81988, -0.10883, 0.24928], [-2.71113, -0.97790, -0.37493], [-2.42638, -1.58964, -1.41843], [-3.98808, -1.18286, 0.33011], [-5.03070, -2.00034, -0.01216], [-6.01068, -1.87462, 1.07172], [-5.46096, -1.04864, 2.00851], [-4.24237, -0.54980, 1.51789], [0.84465, 1.94136, 3.91616], [2.00452, 1.54268, 2.60922], [2.96740, -1.32826, -2.74466], [5.21912, -1.27866, -3.57626], [6.16626, 2.13677, -1.36752], [3.97673, 2.12956, -0.30474], [-2.17897, 0.24533, 1.14931], [-5.04649, -2.60238, -0.92138], [-6.99978, -2.35075, 1.10880], [-5.93106, -0.79746, 2.92911]],
  "e_lumo_ha": -0.0164,
  "smiles": "NC(=O)c1nc(-c2ccncc2)sc1NC(=O)c1ccco1",
  "e_homo_ev": -8.60
}